[1]
The following is a quantum chemistry calculation of a structure of composition C39H30Cl3N6O4STi, from the OMol25 dataset.

Values from the calculation:
- Energy: -4762.12990 hartree
- Energy relative to the best compared isomer or geometry (same formula, charge and spin): 48.7 kJ/mol
- LUMO energy (spin up / spin down): 1.7 / 1.7 eV
- F_max: 0.0108 hartree/bohr

ORCA input file:
```
! wB97M-V def2-TZVPD RIJCOSX def2/J DEFGRID3
* xyz -1 3
Ti -0.60 1.31 1.61
O -0.83 -0.22 2.82
C -1.22 -0.22 4.10
C -1.07 -1.39 4.84
C -1.42 -1.47 6.18
C -1.97 -0.35 6.81
C -2.16 0.81 6.09
C -1.83 0.93 4.72
C -2.16 2.14 4.05
N -1.95 2.35 2.75
N -2.47 3.50 2.22
C -2.09 3.62 0.98
O -1.32 2.75 0.38
C -2.56 4.78 0.19
C -2.22 4.88 -1.16
C -2.66 5.96 -1.92
C -3.44 6.95 -1.34
C -3.77 6.86 0.01
C -3.34 5.79 0.77
H -0.63 -2.24 4.33
H -1.27 -2.39 6.73
H -2.25 -0.39 7.86
H -2.61 1.67 6.58
H -2.64 2.93 4.62
H -1.60 4.11 -1.59
H -2.39 6.02 -2.96
H -3.78 7.79 -1.93
H -4.38 7.63 0.47
H -3.59 5.70 1.81
O 0.90 2.14 2.70
C 2.11 1.73 2.87
C 2.68 1.68 4.16
C 3.98 1.28 4.36
C 4.80 0.90 3.30
C 4.27 0.92 2.02
C 2.95 1.32 1.79
C 2.40 1.32 0.45
N 1.14 1.09 0.12
C 1.06 1.20 -1.25
C 2.28 1.49 -1.76
N 3.13 1.55 -0.68
H 2.03 1.96 4.99
H 4.37 1.25 5.37
H 5.81 0.57 3.47
H 4.88 0.58 1.19
H 0.11 1.10 -1.74
H 2.62 1.67 -2.77
H 4.10 1.82 -0.68
Cl 2.45 -8.89 -2.69
C 1.81 -7.28 -2.48
C 1.26 -6.62 -3.57
C 0.76 -5.34 -3.38
C 0.80 -4.71 -2.14
C 0.24 -3.32 -1.96
C -1.17 -3.37 -1.35
N -1.59 -2.04 -0.97
C -2.22 -1.11 -1.76
C -2.25 0.04 -1.03
N -1.62 -0.17 0.17
C -1.24 -1.42 0.17
O 0.12 -2.63 -3.18
C 1.34 -2.02 -3.59
C 1.06 -1.22 -4.82
C 1.52 -1.48 -6.07
Cl 2.56 -2.78 -6.53
S 0.93 -0.39 -7.26
C 0.11 0.51 -6.05
C 0.23 -0.06 -4.82
C 1.36 -5.42 -1.08
Cl 1.44 -4.69 0.50
C 1.87 -6.70 -1.23
H 1.23 -7.09 -4.54
H 0.34 -4.80 -4.22
H 0.88 -2.76 -1.28
H -1.17 -4.01 -0.47
H -1.86 -3.78 -2.08
H -2.59 -1.36 -2.74
H -2.65 1.01 -1.28
H -0.73 -1.89 1.00
H 2.10 -2.77 -3.79
H 1.69 -1.36 -2.79
H -0.44 1.40 -6.31
H -0.25 0.33 -3.93
H 2.30 -7.22 -0.39
*
```

Here are the Mulliken charges for atoms 1 to 6, given in e: -0.0900 -0.1731 0.5181 -0.4923 -0.6211 -0.5498

=====

[2]
The following is a quantum chemistry calculation of the ion C7H8BrO2 with charge -1, from the OMol25 dataset.

Values from the calculation:
- Energy: -2996.11182 hartree
- Energy relative to the best compared isomer or geometry (same formula, charge and spin): 0.0 kJ/mol
- LUMO energy: 3.2 eV
- Structure (SMILES): CC1(C)C([O-])=CC(=O)[C@H]1Br
- F_max: 0.0115 hartree/bohr

ORCA input file:
```
! wB97M-V def2-TZVPD RIJCOSX def2/J DEFGRID3
* xyz -1 1
C -0.10 0.58 1.55
C 0.21 0.33 0.07
C 1.04 1.48 -0.49
C 0.99 -1.03 0.01
O 2.18 -1.10 0.30
C 0.08 -2.02 -0.36
C -1.17 -1.52 -0.73
O -2.22 -2.10 -1.05
C -1.02 0.01 -0.76
Br -2.66 0.94 -0.22
H -0.59 1.54 1.69
H 0.82 0.55 2.12
H -0.76 -0.20 1.93
H 0.51 2.43 -0.39
H 1.27 1.32 -1.54
H 1.98 1.54 0.05
H 0.32 -3.07 -0.38
H -0.88 0.32 -1.80
*
```

Here are the Mulliken charges for atoms 1 to 6, given in e: -1.8464 1.7515 -1.8616 0.2663 -0.7538 -0.8815

=====

[3]
The following is a quantum chemistry calculation of a cluster of 2 separate species, C3H8N2OS in total, from the OMol25 dataset.

Values from the calculation:
- Energy: -701.88248 hartree
- Energy relative to the best compared isomer or geometry (same formula, charge and spin): 512.0 kJ/mol
- LUMO energy (spin up / spin down): 0.4 / 0.4 eV
- F_max: 0.0529 hartree/bohr

ORCA input file:
```
! wB97M-V def2-TZVPD RIJCOSX def2/J DEFGRID3
* xyz 0 1
C 0.66 0.66 -0.20
C 2.28 -1.43 0.75
C -1.33 0.71 -1.32
N 0.48 1.64 0.53
N -2.07 1.10 -0.24
O 3.32 0.76 0.03
S 2.30 -0.10 -0.61
H 2.56 -0.87 1.73
H 2.89 -2.29 0.50
H 1.28 -1.83 0.68
H -1.54 -0.11 -1.96
H -1.02 1.50 -1.94
H 1.21 2.03 1.04
H -2.15 0.32 0.47
H -1.52 1.92 0.20
*
```

Here are the Mulliken charges for atoms 1 to 6, given in e: 0.1799 -0.7924 -0.5435 -0.5569 -0.4897 -0.6253

=====

[4]
The following is a quantum chemistry calculation of a structure of composition C34H43BrN2OPSc, from the OMol25 dataset.

Values from the calculation:
- Energy: -5181.85180 hartree
- LUMO energy: -6.7 eV
- F_max: 0.0517 hartree/bohr

ORCA input file:
```
! wB97M-V def2-TZVPD RIJCOSX def2/J DEFGRID3
* xyz 2 1
Sc 0.10 -0.52 -0.02
Br -1.69 2.17 6.74
C -1.21 1.75 4.95
C -1.07 2.78 4.01
C -0.72 2.48 2.71
C -0.48 1.16 2.30
O -0.15 0.92 1.05
C -0.64 0.11 3.26
C -0.57 -1.27 2.91
N -0.30 -1.68 1.70
C -0.44 -3.04 1.35
C -0.13 -4.11 2.18
C -0.39 -5.42 1.76
C -1.00 -5.67 0.56
C -1.32 -4.61 -0.31
C -2.00 -4.80 -1.53
C -2.32 -3.71 -2.30
C -1.89 -2.44 -1.89
N -1.21 -2.21 -0.77
C -0.99 -3.28 0.06
C -1.00 0.44 4.58
H -1.24 3.80 4.30
H -0.62 3.27 1.98
H -0.82 -1.99 3.68
H 0.32 -3.93 3.14
H -0.12 -6.23 2.42
H -1.25 -6.68 0.27
H -2.26 -5.80 -1.84
H -2.87 -3.81 -3.22
H -2.10 -1.58 -2.51
H -1.13 -0.34 5.31
C 6.25 1.02 -2.96
C 5.05 1.90 -3.30
C 3.71 1.20 -2.96
C 3.95 0.06 -1.95
C 4.88 0.61 -0.87
C 6.29 0.73 -1.46
P 2.38 -0.70 -1.32
C 2.86 -2.28 -0.44
C 3.98 -3.15 -1.04
C 5.22 -3.20 -0.16
C 4.90 -3.75 1.23
C 3.54 -3.26 1.76
C 3.13 -1.97 1.05
C 1.44 -1.28 -2.86
C 0.48 -0.12 -3.21
C -0.43 -0.39 -4.42
C 0.05 -1.60 -5.22
C 1.56 -1.50 -5.39
C 2.26 -1.78 -4.06
H 7.17 1.52 -3.27
H 6.19 0.09 -3.54
H 5.07 2.16 -4.35
H 5.14 2.83 -2.73
H 3.27 0.82 -3.88
H 3.03 1.93 -2.52
H 4.46 -0.78 -2.44
H 4.92 -0.03 0.02
H 4.51 1.59 -0.55
H 6.85 -0.19 -1.29
H 6.82 1.53 -0.95
H 1.91 -2.86 -0.47
H 4.25 -2.80 -2.04
H 3.60 -4.16 -1.16
H 5.67 -2.21 -0.08
H 5.95 -3.85 -0.64
H 5.70 -3.46 1.91
H 4.89 -4.84 1.19
H 3.61 -3.08 2.83
H 2.77 -4.01 1.58
H 3.93 -1.24 1.16
H 2.22 -1.53 1.51
H 0.83 -2.13 -2.49
H 1.08 0.77 -3.41
H -0.15 0.12 -2.29
H -0.41 0.48 -5.08
H -1.47 -0.53 -4.13
H -0.44 -1.61 -6.19
H -0.20 -2.54 -4.71
H 1.80 -0.50 -5.75
H 1.91 -2.21 -6.13
H 3.26 -1.34 -4.09
H 2.40 -2.86 -3.95
*
```

Here are the Mulliken charges for atoms 1 to 6, given in e: -0.1051 -0.1229 -0.3696 -0.2990 -0.7635 0.3862

=====

[5]
The following is a quantum chemistry calculation of the molecule C5H5NO2S, from the OMol25 dataset.

Values from the calculation:
- Energy: -796.79596 hartree
- Energy relative to the best compared isomer or geometry (same formula, charge and spin): 406.6 kJ/mol
- LUMO energy: -0.3 eV
- F_max: 0.0766 hartree/bohr

ORCA input file:
```
! wB97M-V def2-TZVPD RIJCOSX def2/J DEFGRID3
* xyz 0 1
C -0.54 2.04 0.01
C 0.32 1.12 -0.40
C -1.68 0.98 0.11
C -0.28 -1.24 0.25
C 1.07 -1.23 -0.55
N -0.86 -0.02 -0.42
O -2.86 0.94 0.42
O 2.11 0.39 1.11
S 1.96 0.44 -0.33
H -0.45 3.15 0.12
H -0.91 -2.17 0.04
H -0.31 -1.14 1.33
H 1.70 -1.95 -0.17
H 0.74 -1.32 -1.54
*
```

Here are the Mulliken charges for atoms 1 to 6, given in e: -0.2758 0.1279 0.4205 -0.3620 -0.8791 -0.1756

=====

[6]
The following is a quantum chemistry calculation of a cluster of 2 separate species, C11H15N in total, from the OMol25 dataset.

Values from the calculation:
- Energy: -482.83799 hartree
- Energy relative to the best compared isomer or geometry (same formula, charge and spin): 202.7 kJ/mol
- LUMO energy: 0.9 eV
- Structure (SMILES): Cc1c[nH]c2ccccc12.CC
- F_max: 0.0675 hartree/bohr

ORCA input file:
```
! wB97M-V def2-TZVPD RIJCOSX def2/J DEFGRID3
* xyz 0 1
C 2.93 3.10 -0.89
C 1.54 2.75 -0.58
C 0.49 3.59 -0.76
N -0.73 2.85 -0.43
C -0.35 1.65 0.01
C -1.22 0.66 0.45
C -0.65 -0.50 0.88
C 0.72 -0.70 0.73
C 1.61 0.23 0.20
C 1.07 1.51 -0.10
H 3.06 3.17 -1.99
H 3.67 2.45 -0.43
H 2.95 4.19 -0.49
H 0.34 4.59 -1.13
H -1.71 2.94 -0.71
H -2.31 0.67 0.34
H -1.26 -1.24 1.43
H 1.20 -1.67 0.96
H 2.62 -0.04 0.25
C -1.74 -3.62 1.00
C -1.80 -3.98 -0.50
H -2.60 -3.11 1.56
H -1.64 -4.55 1.65
H -0.91 -2.81 1.10
H -0.80 -3.85 -0.88
H -2.49 -3.21 -0.82
H -1.96 -5.05 -0.85
*
```

Here are the Mulliken charges for atoms 1 to 6, given in e: -1.2402 0.8537 -0.7721 -0.1254 0.1434 -0.9563

=====

[7]
The following is a quantum chemistry calculation of the molecule C6H13NO, from the OMol25 dataset.

Values from the calculation:
- Energy: -366.41571 hartree
- Energy relative to the best compared isomer or geometry (same formula, charge and spin): 47.8 kJ/mol
- LUMO energy: 0.9 eV
- Structure (SMILES): CC(=O)NCC(C)C
- F_max: 0.0713 hartree/bohr

ORCA input file:
```
! wB97M-V def2-TZVPD RIJCOSX def2/J DEFGRID3
* xyz 0 1
C 2.59 0.11 -1.85
C 2.24 -0.04 -0.44
O 2.83 0.43 0.50
N 1.06 -0.78 -0.16
C 0.17 -0.40 0.92
C -1.08 0.41 0.48
C -1.81 0.77 1.77
C -1.91 -0.47 -0.44
H 3.68 0.13 -1.94
H 2.24 1.04 -2.32
H 2.20 -0.64 -2.54
H 0.55 -1.12 -0.97
H -0.21 -1.31 1.41
H 0.82 0.11 1.63
H -0.79 1.29 -0.10
H -1.96 -0.12 2.37
H -2.80 1.22 1.61
H -1.29 1.61 2.23
H -1.39 -0.81 -1.34
H -2.83 0.01 -0.79
H -2.29 -1.42 -0.03
*
```

Here are the Mulliken charges for atoms 1 to 6, given in e: -1.1756 0.8423 -0.6015 -0.2136 -1.1028 0.9212

=====

[8]
The following is a quantum chemistry calculation of a structure of composition CH3N5O2, from the OMol25 dataset.

Values from the calculation:
- Energy: -463.82100 hartree
- Energy relative to the best compared isomer or geometry (same formula, charge and spin): 560.2 kJ/mol
- LUMO energy: -0.3 eV
- F_max: 0.1417 hartree/bohr

ORCA input file:
```
! wB97M-V def2-TZVPD RIJCOSX def2/J DEFGRID3
* xyz 0 1
C -0.35 0.08 -0.04
H 0.57 1.76 1.35
H 1.64 2.45 -0.54
H -3.43 0.48 0.59
N 1.43 1.67 0.33
N 0.87 0.48 -0.42
N 1.74 -0.54 -0.18
N 1.03 -1.65 0.16
N -1.43 0.88 -0.16
O -0.32 -1.33 0.15
O -2.44 -0.05 -0.06
*
```

Here are the Mulliken charges for atoms 1 to 6, given in e: 0.3656 0.3683 0.2953 0.3533 -0.5064 0.3443

=====

[9]
The following is a quantum chemistry calculation of a structure of composition C71H80Cl5Ge2N2O2SiTi, from the OMol25 dataset.

Values from the calculation:
- Energy: -10607.35673 hartree
- LUMO energy (spin up / spin down): 1.1 / 1.3 eV
- F_max: 0.0514 hartree/bohr

ORCA input file:
```
! wB97M-V def2-TZVPD RIJCOSX def2/J DEFGRID3
* xyz -1 1
Ti 0.03 0.11 0.60
Cl -5.28 -4.15 2.82
C -4.29 -2.86 2.30
C -3.10 -2.58 2.98
Cl -2.66 -3.53 4.33
C -2.26 -1.57 2.54
Cl -0.82 -1.22 3.40
C -2.54 -0.85 1.36
O -1.75 0.04 0.87
C -3.78 -1.12 0.73
Cl -4.14 -0.18 -0.67
C -4.64 -2.11 1.18
Cl -6.09 -2.46 0.33
C 4.95 1.08 -2.24
C 4.44 0.07 -1.20
C 5.62 -0.67 -0.55
C 3.47 -0.89 -1.86
C 3.98 -1.56 -2.97
C 3.20 -2.38 -3.74
C 1.87 -2.54 -3.39
C 1.31 -1.96 -2.26
C -0.06 -2.48 -1.85
C -0.63 -3.58 -2.74
C -1.15 -1.43 -1.70
C 2.12 -1.10 -1.46
N 1.69 -0.51 -0.24
C 2.53 -0.72 0.78
C 2.59 -0.17 2.09
C 3.69 -0.59 2.88
C 3.84 -0.26 4.20
C 2.85 0.48 4.84
C 1.79 0.97 4.10
C 1.65 0.73 2.72
N 0.63 1.34 2.02
C 0.24 2.59 2.61
C -1.02 2.80 3.21
C -1.36 4.04 3.73
C -0.47 5.10 3.70
C 0.79 4.88 3.18
C 1.17 3.66 2.65
C 2.60 3.60 2.15
C 3.60 3.56 3.31
C 2.96 4.82 1.28
C -2.06 1.71 3.35
C -3.41 2.07 2.72
C -2.31 1.32 4.81
H 5.42 1.93 -1.75
H 4.12 1.44 -2.85
H 5.68 0.62 -2.90
H 3.93 0.64 -0.41
H 6.31 -1.03 -1.30
H 5.27 -1.52 0.02
H 6.16 0.00 0.12
H 5.02 -1.43 -3.23
H 3.60 -2.90 -4.60
H 1.27 -3.18 -4.01
H 0.10 -2.92 -0.86
H 0.05 -4.41 -2.85
H -0.90 -3.19 -3.72
H -1.54 -3.94 -2.26
H -1.43 -1.03 -2.67
H -0.79 -0.61 -1.06
H -2.02 -1.90 -1.25
H 3.30 -1.46 0.60
H 4.45 -1.20 2.41
H 4.71 -0.60 4.75
H 2.92 0.69 5.89
H 1.02 1.55 4.60
H -2.33 4.18 4.17
H -0.75 6.07 4.10
H 1.50 5.69 3.21
H 2.73 2.69 1.55
H 3.38 4.34 4.04
H 4.61 3.73 2.92
H 3.59 2.60 3.82
H 3.36 5.63 1.90
H 2.11 5.22 0.74
H 3.73 4.55 0.56
H -1.67 0.86 2.81
H -3.94 2.83 3.29
H -4.04 1.18 2.68
H -3.28 2.44 1.71
H -2.70 2.17 5.37
H -1.40 0.98 5.30
H -3.03 0.52 4.86
C 2.32 3.34 -2.10
C 1.55 2.74 -0.94
Ge -0.37 2.16 -1.30
C -1.44 3.49 -0.13
C -2.87 3.65 -0.61
C -0.54 3.36 -2.92
C -0.27 2.86 -4.12
Ge -0.25 0.86 -3.96
C -2.32 0.73 -4.26
C -2.89 -0.42 -5.07
C 0.94 0.09 -5.52
C 0.36 -1.08 -6.28
C -0.23 3.59 -5.38
C 0.34 4.86 -5.49
C 0.35 5.54 -6.69
C -0.22 4.97 -7.82
C -0.78 3.70 -7.74
C -0.77 3.02 -6.54
H 3.36 3.54 -1.84
H 1.86 4.27 -2.42
H 2.30 2.67 -2.96
H 1.48 3.47 -0.14
H 2.10 1.88 -0.55
H -0.93 4.45 -0.16
H -1.43 3.15 0.91
H -2.89 3.95 -1.66
H -3.40 4.42 -0.03
H -3.41 2.71 -0.52
H -0.80 4.40 -2.80
H -2.60 1.68 -4.73
H -2.76 0.75 -3.27
H -2.59 -0.34 -6.11
H -3.98 -0.41 -5.03
H -2.56 -1.38 -4.69
H 1.87 -0.20 -5.04
H 1.17 0.93 -6.18
H -0.10 -1.79 -5.59
H 1.14 -1.61 -6.82
H -0.39 -0.75 -6.98
H 0.80 5.30 -4.62
H 0.81 6.51 -6.76
H -0.22 5.50 -8.76
H -1.20 3.24 -8.62
H -1.20 2.03 -6.48
O 0.11 -2.18 1.09
Si 0.44 -3.68 1.42
C 1.92 -4.39 0.42
C 1.72 -5.13 -0.74
C 2.78 -5.58 -1.51
C 4.08 -5.31 -1.13
C 4.30 -4.61 0.04
C 3.24 -4.16 0.81
C -0.95 -4.92 0.97
C -2.19 -4.50 0.52
C -3.18 -5.39 0.15
C -2.94 -6.75 0.23
C -1.70 -7.20 0.66
C -0.72 -6.29 1.01
C 0.97 -4.08 3.21
C 0.72 -5.29 3.85
C 1.30 -5.60 5.07
C 2.12 -4.68 5.69
C 2.34 -3.44 5.10
C 1.78 -3.17 3.87
H 0.71 -5.37 -1.04
H 2.59 -6.15 -2.41
H 4.91 -5.64 -1.73
H 5.32 -4.41 0.36
H 3.42 -3.64 1.74
H -2.37 -3.43 0.45
H -4.14 -5.03 -0.20
H -3.71 -7.46 -0.05
H -1.50 -8.27 0.70
H 0.25 -6.66 1.30
H 0.06 -6.01 3.39
H 1.12 -6.56 5.52
H 2.59 -4.92 6.64
H 2.95 -2.70 5.59
H 1.98 -2.22 3.40
*
```

Here are the Mulliken charges for atoms 1 to 6, given in e: -0.8641 -0.1888 0.1563 0.2667 -0.1328 -0.1246

=====

[10]
The following is a quantum chemistry calculation of the molecule C4H8O3, from the OMol25 dataset.

Values from the calculation:
- Energy: -382.92416 hartree
- Energy relative to the best compared isomer or geometry (same formula, charge and spin): 106.8 kJ/mol
- LUMO energy: 0.8 eV
- Structure (SMILES): C[C@@H](O)COC=O
- F_max: 0.0136 hartree/bohr

ORCA input file:
```
! wB97M-V def2-TZVPD RIJCOSX def2/J DEFGRID3
* xyz 0 1
C 0.62 -1.97 -0.19
C 0.27 -0.57 0.29
O 1.49 0.11 0.34
C -0.74 0.08 -0.66
O -1.24 1.42 -0.37
C -0.71 2.36 0.39
O 0.27 2.32 1.10
H 1.03 -1.93 -1.20
H -0.21 -2.69 -0.15
H 1.42 -2.34 0.46
H -0.20 -0.64 1.28
H 1.31 0.96 0.76
H -1.66 -0.52 -0.69
H -0.32 0.14 -1.67
H -1.33 3.26 0.31
*
```

Here are the Mulliken charges for atoms 1 to 6, given in e: -1.4405 0.4758 -0.5648 -0.5168 -0.3062 0.2237

=====

[11]
The following is a quantum chemistry calculation of the ion C7H16N with charge +1, from the OMol25 dataset.

Values from the calculation:
- Energy: -330.78758 hartree
- Energy relative to the best compared isomer or geometry (same formula, charge and spin): 107.7 kJ/mol
- LUMO energy: -3.8 eV
- Structure (SMILES): C/C=C(\C)CCC[NH3+]
- F_max: 0.0298 hartree/bohr

ORCA input file:
```
! wB97M-V def2-TZVPD RIJCOSX def2/J DEFGRID3
* xyz 1 1
C 1.25 3.21 -0.17
C 0.73 1.82 0.05
C -0.08 1.13 -0.76
C -0.52 1.57 -2.12
C -0.77 -0.11 -0.16
C 0.21 -1.25 0.17
C -0.12 -2.00 1.49
N -0.48 -3.46 1.24
H 1.87 3.27 -1.07
H 0.48 3.97 -0.30
H 1.92 3.49 0.64
H 0.87 1.41 1.04
H -1.61 1.55 -2.21
H -0.10 0.91 -2.89
H -0.20 2.59 -2.32
H -1.29 0.23 0.73
H -1.52 -0.50 -0.85
H 0.18 -1.98 -0.65
H 1.24 -0.91 0.24
H 0.67 -1.94 2.22
H -0.99 -1.54 1.96
H -1.37 -3.71 1.69
H 0.17 -4.05 1.77
H -0.51 -3.71 0.26
*
```

Here are the Mulliken charges for atoms 1 to 6, given in e: -1.4853 -0.0965 0.5672 -1.3234 -1.0877 -0.7120

=====

The highest F_max belongs to which entry? CH3N5O2

=====

Look up the energy of the seventh one. -366.41571 hartree